1.
Formula: C5H7NO
Source: the OMol25 dataset
Level of theory: ωB97M-V with the def2-TZVPD basis set

```
! wB97M-V def2-TZVPD RIJCOSX def2/J DEFGRID3
* xyz 0 1
O 2.31 -0.60 0.90
C 2.08 -0.38 -0.47
C 0.71 0.15 -0.80
C -0.24 0.43 0.06
C -1.47 0.88 0.47
C -2.62 0.11 -0.16
N -2.33 -0.20 1.12
H 1.98 0.17 1.37
H 2.83 0.32 -0.89
H 2.23 -1.34 -0.97
H -1.61 1.88 0.86
H -2.51 -0.65 -0.94
H 0.53 0.34 -1.86
H -1.88 -1.11 1.31
*
```

Values from the calculation:
Lowest unoccupied orbital energy (alpha / beta)   0.141 / -0.095 eV



2.
Formula: C5H13N2
Source: the OMol25 dataset
Level of theory: ωB97M-V with the def2-TZVPD basis set

```
! wB97M-V def2-TZVPD RIJCOSX def2/J DEFGRID3
* xyz 1 1
C -1.38 -1.54 2.82
C -1.68 -0.31 2.54
C 1.46 1.03 -0.08
C -1.03 0.57 1.23
C 0.14 0.47 0.03
N 1.23 -0.17 -3.25
N -0.14 -0.31 -0.97
H -2.04 -1.91 3.59
H -0.50 -1.84 2.39
H -2.54 0.23 3.00
H 1.93 0.75 0.86
H 1.54 2.18 0.03
H 1.89 0.74 -0.95
H -0.81 1.53 1.52
H -2.07 0.53 0.75
H 2.07 0.35 -3.02
H 1.50 -1.17 -3.20
H 0.16 -0.16 -2.08
H 1.20 -0.01 -4.23
H -0.90 -0.98 -1.00
*
```

Values from the calculation:
Lowest unoccupied orbital energy   -3.901 eV



3.
Formula: C4H8O2
Source: the OMol25 dataset
Level of theory: ωB97M-V with the def2-TZVPD basis set

```
! wB97M-V def2-TZVPD RIJCOSX def2/J DEFGRID3
* xyz 0 1
C -1.24 -0.73 -1.14
O -0.69 0.54 -0.84
C -0.55 0.79 0.54
C 0.88 0.50 1.04
C 1.66 -0.25 -0.03
O 1.77 -1.45 -0.05
H -1.22 -0.83 -2.23
H -2.27 -0.80 -0.78
H -0.64 -1.54 -0.69
H -1.28 0.19 1.11
H -0.80 1.85 0.70
H 0.88 -0.10 1.95
H 1.40 1.45 1.25
H 2.11 0.38 -0.82
*
```

Values from the calculation:
SMILES string   COCCC=O
Lowest unoccupied orbital energy   0.976 eV



4.
Formula: C7H10N2O2Sn
Source: the OMol25 dataset
Level of theory: ωB97M-V with the def2-TZVPD basis set

```
! wB97M-V def2-TZVPD RIJCOSX def2/J DEFGRID3
* xyz 0 1
C 0.20 1.86 -1.90
C -1.13 1.61 -2.28
C -1.25 0.22 -2.64
C 0.05 -0.39 -2.38
C 0.92 0.62 -1.89
Sn -2.10 -1.36 -0.45
N 0.42 0.69 1.17
C 0.45 1.14 2.40
C -0.94 0.39 2.11
H -2.06 -0.20 -3.26
H -1.93 2.36 -2.39
H 0.33 -1.44 -2.50
H 1.98 0.50 -1.63
H 0.65 2.83 -1.66
H -1.84 1.03 2.10
H 0.33 2.20 2.39
H 1.29 0.18 0.85
H -1.11 -0.39 2.81
H 0.97 0.54 3.13
O 1.10 -2.80 1.95
N 0.12 -2.35 1.36
O 0.28 -2.14 0.05
*
```

Values from the calculation:
Lowest unoccupied orbital energy   -1.989 eV



5.
Formula: CH5FOP2
Source: the OMol25 dataset
Level of theory: ωB97M-V with the def2-TZVPD basis set

```
! wB97M-V def2-TZVPD RIJCOSX def2/J DEFGRID3
* xyz 0 1
C 2.13 0.57 0.34
O -1.89 -1.40 0.05
F -2.82 0.97 -0.10
P -1.37 0.14 0.07
P 1.33 -1.07 -0.09
H 1.66 0.67 1.34
H 1.63 1.24 -0.29
H 3.10 0.29 0.12
H -2.77 -1.59 -0.18
H -1.02 0.16 -1.26
*
```

Values from the calculation:
Lowest unoccupied orbital energy (alpha / beta)   -1.025 / -1.347 eV



6.
Formula: C4H4Cl2S
Source: the OMol25 dataset
Level of theory: ωB97M-V with the def2-TZVPD basis set

```
! wB97M-V def2-TZVPD RIJCOSX def2/J DEFGRID3
* xyz 0 1
C 1.28 1.88 -1.33
C -1.62 -1.84 1.21
C 0.64 1.28 -0.29
C -0.59 -1.57 0.47
S -0.97 0.80 -0.47
Cl 1.54 1.00 1.22
Cl 0.79 -2.07 -0.17
H 2.05 2.59 -1.29
H 0.88 1.63 -2.33
H -1.80 -2.80 1.63
H -2.21 -0.90 1.36
*
```

Values from the calculation:
Lowest unoccupied orbital energy (alpha / beta)   -1.062 / -1.052 eV



7.
Formula: C5H6O
Source: the OMol25 dataset
Level of theory: ωB97M-V with the def2-TZVPD basis set

```
! wB97M-V def2-TZVPD RIJCOSX def2/J DEFGRID3
* xyz 0 1
C 1.10 -2.32 0.27
C 0.54 -1.10 0.40
C 0.57 -0.01 -0.55
C -0.65 0.75 -0.66
C -0.64 2.11 -0.03
O -0.61 1.97 -1.41
H 1.07 -3.01 1.11
H 0.03 -0.91 1.35
H 1.54 -2.69 -0.65
H -1.63 0.27 -0.70
H 0.27 2.48 0.45
H -1.58 2.46 0.41
*
```

Values from the calculation:
Lowest unoccupied orbital energy (alpha / beta)   -0.790 / -0.849 eV



8.
Formula: C3H6N4O
Source: the OMol25 dataset
Level of theory: ωB97M-V with the def2-TZVPD basis set

```
! wB97M-V def2-TZVPD RIJCOSX def2/J DEFGRID3
* xyz 0 1
C 2.61 -0.11 0.14
C 0.21 -0.56 -0.29
C -1.63 0.51 0.19
H 2.65 0.92 -0.38
H 2.82 0.09 1.30
H 3.45 -0.73 -0.40
H -2.49 1.25 0.28
H -0.09 2.71 -0.59
H 0.37 1.97 1.34
N 1.38 -1.02 0.10
N -2.07 -0.75 0.32
N -0.47 0.72 -0.43
N 0.14 1.91 -0.03
O -0.83 -1.41 -0.19
*
```

Values from the calculation:
Lowest unoccupied orbital energy   -0.177 eV



For reference, energy relative to the best compared isomer or geometry (same formula, charge and spin) by record: 138.03; 101.85; 41.66; 90.97; 57.36; 72.26; 116.23; 162.79 kcal/mol.